[1]
Molecular formula: C5H9GaMgO4
Method: DFT, the ωB97M-V functional and the def2-TZVPD basis

The geometry in XYZ format:
```
20
Properties=species:S:1:pos:R:3:forces:R:3:lowdin_charge:R:1
O 1.513 1.079 0.458 -1.14 0.68 -0.60 -0.308
C 1.647 0.223 1.527 0.79 -0.66 0.22 -0.336
C 0.512 -0.785 1.626 0.37 0.27 0.79 -0.171
O 0.236 -1.360 0.344 0.59 0.11 0.68 -0.439
C 1.234 -2.242 -0.160 0.85 -0.32 -0.44 -0.054
Ga -1.453 -1.069 -0.627 -2.14 -3.26 -0.64 0.793
H 1.722 0.704 2.522 -0.09 0.14 -0.41 0.134
H 2.595 -0.340 1.406 -0.25 0.13 0.14 0.126
H -0.410 -0.296 1.972 0.02 -0.13 -0.25 0.131
H 0.757 -1.585 2.343 -0.13 0.17 -0.26 0.147
H 0.817 -2.803 -1.004 -0.12 0.08 0.30 0.090
H 2.081 -1.657 -0.541 -0.12 -0.18 0.27 0.110
H 1.554 -2.933 0.633 -0.13 0.23 -0.29 0.120
O -0.746 3.176 -1.533 -4.75 0.63 -2.08 -0.018
C -1.944 3.008 -1.933 5.89 -0.84 2.50 0.138
C -2.467 1.600 -1.663 -2.15 -0.43 -0.36 -0.255
O -1.586 0.740 -0.989 0.71 3.21 -0.56 -0.418
Mg 0.126 1.610 -0.666 1.33 0.02 0.97 0.904
H -2.790 1.198 -2.644 0.17 0.12 0.34 0.151
H -3.396 1.732 -1.070 0.31 0.03 -0.30 0.154
```
Positions in Å, forces in eV/Å.

Results
F_max, eV/Å: 6.45
Energy above the lowest of the compared OMol25 structures with the same formula, charge and spin, kJ/mol: 11.77
Gap between HOMO and LUMO (spin up / spin down), eV: 7.554 / 5.705
Charge: +1
⟨S²⟩: 0.7533
Multiplicity: 2

[2]
Molecular formula: C5H9HgO5
Method: DFT, the ωB97M-V functional and the def2-TZVPD basis

The geometry in XYZ format:
```
20
Properties=species:S:1:pos:R:3:forces:R:3:lowdin_charge:R:1
C 1.847 -1.564 1.658 0.00 -0.01 0.17 -0.072
C 1.712 -0.890 0.304 0.37 -0.76 -0.20 -0.275
O 1.062 0.369 0.397 -1.47 -0.25 -0.76 -0.409
Hg 1.175 2.314 1.341 1.03 1.47 0.79 1.043
H 2.216 -2.591 1.525 -0.06 0.29 0.08 0.087
H 2.556 -1.017 2.295 -0.17 -0.16 -0.13 0.077
H 0.882 -1.614 2.183 0.21 -0.02 -0.20 0.082
H 1.152 -1.535 -0.397 0.11 0.33 0.22 0.135
H 2.704 -0.721 -0.142 -0.33 0.00 0.09 0.128
C -0.486 0.430 0.037 1.54 -0.49 0.61 -0.284
C -0.524 0.823 -1.431 -1.69 0.19 0.10 -0.133
O -1.762 1.433 -1.739 2.01 1.56 -0.25 -0.041
C -2.872 0.598 -1.709 -0.58 -3.44 -0.99 -0.765
O -2.947 -0.120 -0.672 0.14 0.81 0.35 -0.047
O -3.473 0.482 -2.779 -0.09 0.97 0.86 0.017
O -0.918 1.499 0.842 -0.17 -0.76 -0.47 -0.114
H -0.800 -0.566 0.369 -0.50 0.61 -0.39 0.159
H -0.376 -0.067 -2.054 0.19 0.02 0.10 0.151
H 0.263 1.563 -1.631 -0.15 -0.17 0.09 0.133
H -1.411 1.174 1.602 -0.38 -0.17 -0.04 0.129
```
Positions in Å, forces in eV/Å.

Results
F_max, eV/Å: 3.63
Energy above the lowest of the compared OMol25 structures with the same formula, charge and spin, kJ/mol: 49.63
Gap between HOMO and LUMO (spin up / spin down), eV: 6.789 / 3.733
Charge: 0
⟨S²⟩: 0.7528
Multiplicity: 2

[3]
Molecular formula: C5H9IN3
Method: DFT, the ωB97M-V functional and the def2-TZVPD basis

The geometry in XYZ format:
```
18
Properties=species:S:1:pos:R:3:forces:R:3:lowdin_charge:R:1
C -2.646 1.311 1.190 1.33 0.65 -0.28 0.287
C -1.675 1.470 0.473 -3.14 -0.58 1.54 -0.220
C 1.009 -1.412 0.469 -2.43 -0.02 0.50 -0.583
C -0.860 1.311 -1.895 -2.17 0.94 -1.36 -0.130
C -0.744 1.591 -0.458 3.45 -0.49 -2.41 -0.697
N 1.016 -2.238 1.570 -0.52 1.06 -2.48 0.162
N 2.208 -0.857 0.135 -1.02 1.87 -3.37 0.089
N -0.095 -1.049 -0.143 2.46 1.34 -0.70 0.104
I 1.086 2.208 0.231 -0.28 0.41 -0.06 1.200
H -3.253 1.374 2.048 -0.74 -0.24 0.37 0.072
H -0.731 2.142 -2.617 -0.63 1.11 1.08 0.122
H -1.806 0.850 -2.255 0.65 0.03 0.79 0.123
H -0.039 0.884 -2.383 1.55 -1.85 0.32 0.064
H 1.921 -2.456 1.842 1.23 -0.75 1.62 0.077
H 0.202 -2.160 2.130 -0.13 -0.47 0.84 0.101
H 3.094 -1.185 0.339 1.57 -1.35 1.35 0.075
H 2.311 -0.434 -0.825 -0.89 -0.74 1.45 0.111
H -0.996 -1.350 0.148 -0.30 -0.91 0.77 0.043
```
Positions in Å, forces in eV/Å.

Results
F_max, eV/Å: 4.24
Energy above the lowest of the compared OMol25 structures with the same formula, charge and spin, kJ/mol: 404.86
Gap between HOMO and LUMO (spin up / spin down), eV: 6.334 / 6.334
Charge: +1

[4]
Molecular formula: C5H9IN3O
Method: DFT, the ωB97M-V functional and the def2-TZVPD basis

The geometry in XYZ format:
```
19
Properties=species:S:1:pos:R:3:forces:R:3:lowdin_charge:R:1
O 0.203 -1.880 2.724 -0.12 0.08 0.61 0.103
N 0.676 -1.157 1.916 -0.14 -1.68 -3.18 -0.257
C 0.462 -1.313 0.214 -0.87 -0.77 2.35 -0.047
C -1.047 -1.228 0.198 -2.85 -0.55 -0.56 -0.141
N -1.259 0.179 0.790 2.24 -2.58 -1.67 -0.012
C -0.276 1.002 0.061 -2.44 0.34 -1.35 -0.168
C 0.890 0.076 -0.136 2.12 0.29 -0.84 -0.273
C 1.957 0.497 0.899 1.96 -1.01 -1.16 -0.145
N 1.447 -0.184 2.089 1.51 1.43 1.87 -0.488
I 1.870 0.481 3.981 -0.03 -0.16 -0.12 1.080
H 1.031 -2.252 -0.126 -0.95 1.60 0.60 0.195
H -1.425 -1.482 -0.920 0.79 1.09 2.22 0.174
H -1.648 -1.964 0.844 1.35 0.84 -0.85 0.143
H -2.184 0.508 0.888 -1.03 0.26 -0.31 0.108
H -0.027 1.825 0.709 0.12 0.60 -0.16 0.109
H -0.644 1.383 -0.961 0.38 -0.37 1.47 0.155
H 1.278 0.015 -1.169 -0.01 0.56 0.52 0.168
H 3.044 0.116 0.603 -2.19 0.79 0.95 0.179
H 1.965 1.582 1.122 0.17 -0.73 -0.37 0.115
```
Positions in Å, forces in eV/Å.

Results
F_max, eV/Å: 3.80
Energy above the lowest of the compared OMol25 structures with the same formula, charge and spin, kJ/mol: 20.42
Gap between HOMO and LUMO, eV: 8.324
Charge: +1

[5]
Molecular formula: C5H9LuO3
Method: DFT, the ωB97M-V functional and the def2-TZVPD basis

The geometry in XYZ format:
```
18
Properties=species:S:1:pos:R:3:forces:R:3:lowdin_charge:R:1
O 0.255 0.393 -1.468 1.80 0.55 0.37 -0.105
Lu 1.639 -1.934 -3.816 -0.75 0.39 2.40 1.142
O 0.967 -1.677 -1.614 2.18 -0.66 -1.31 -0.464
C 0.223 -0.874 -0.947 -7.59 -1.38 -2.63 -0.726
C 0.090 1.488 -0.579 -0.43 0.15 0.60 -0.256
C 0.282 2.774 -1.350 0.06 0.18 -0.07 -0.079
H -0.912 1.446 -0.126 0.27 -0.05 -0.10 0.126
H 0.836 1.403 0.225 -0.19 0.10 -0.11 0.127
H -0.443 2.852 -2.172 0.22 -0.05 0.19 0.081
H 0.129 3.631 -0.680 0.03 -0.21 -0.16 0.079
H 1.301 2.838 -1.755 -0.28 -0.02 0.03 0.077
O -0.909 -1.234 -0.447 4.11 1.31 -0.60 -0.027
C -0.263 -1.988 1.930 4.70 0.68 -1.35 -0.107
C -0.989 -1.588 2.975 -1.39 -0.34 -0.04 -0.107
H 0.107 -3.015 1.878 0.63 0.14 0.89 0.041
H -1.931 -1.052 2.832 1.01 1.58 0.38 0.048
H -0.919 -2.107 3.932 -0.69 -0.91 -0.53 0.034
H 0.538 -1.355 1.183 -3.67 -1.47 2.05 0.117
```
Positions in Å, forces in eV/Å.

Results
F_max, eV/Å: 8.15
Energy above the lowest of the compared OMol25 structures with the same formula, charge and spin, kJ/mol: 246.10
Gap between HOMO and LUMO, eV: 7.215
Charge: 0

[6]
Molecular formula: C5H9LuO3
Method: DFT, the ωB97M-V functional and the def2-TZVPD basis

The geometry in XYZ format:
```
18
Properties=species:S:1:pos:R:3:forces:R:3:lowdin_charge:R:1
O 1.108 -0.411 -0.401 -0.29 0.57 -1.44 -0.005
Lu 2.913 1.775 -2.466 -0.72 -0.05 0.89 1.084
O 1.277 1.754 -0.608 -0.87 0.10 -1.54 -0.143
C 0.592 0.799 -0.208 3.85 -1.02 3.26 -0.566
C 0.242 -1.554 -0.573 -0.82 -0.51 0.45 -0.199
C 1.098 -2.782 -0.742 0.15 -0.11 -0.05 -0.056
H -0.401 -1.632 0.312 0.14 0.00 -0.19 0.134
H -0.393 -1.379 -1.451 0.19 -0.02 0.13 0.135
H 1.729 -2.951 0.140 -0.19 0.05 -0.22 0.093
H 0.441 -3.652 -0.875 0.21 0.22 0.04 0.096
H 1.742 -2.696 -1.628 -0.16 -0.05 0.21 0.085
O -0.171 0.847 0.881 -0.64 -1.26 -1.46 0.041
C -1.279 1.736 0.728 1.36 2.29 -2.84 -0.248
C -1.904 2.030 1.998 -0.26 0.38 0.35 0.102
H -0.698 2.530 0.023 -1.87 -0.05 2.20 0.165
H -1.553 1.549 2.913 -0.05 0.23 -0.39 0.077
H -2.790 2.661 2.023 0.31 -0.23 0.00 0.072
H -1.951 1.376 -0.068 -0.34 -0.54 0.59 0.132
```
Positions in Å, forces in eV/Å.

Results
F_max, eV/Å: 5.14
Energy above the lowest of the compared OMol25 structures with the same formula, charge and spin, kJ/mol: 301.17
Gap between HOMO and LUMO (spin up / spin down), eV: 6.253 / 7.231
Charge: +1
⟨S²⟩: 1.7556
Multiplicity: 2

[7]
Molecular formula: C5H9LuO4
Method: DFT, the ωB97M-V functional and the def2-TZVPD basis

The geometry in XYZ format:
```
19
Properties=species:S:1:pos:R:3:forces:R:3:lowdin_charge:R:1
O -0.498 -1.297 -1.862 -1.07 0.36 -1.03 -0.208
C -1.768 -1.462 -1.874 0.52 -0.76 2.38 -0.205
C -2.581 -0.872 -0.829 -0.57 0.74 -2.39 0.112
H -2.191 -2.266 -2.493 0.21 0.26 -0.07 0.142
H -3.478 -1.412 -0.517 0.28 0.29 -0.02 0.103
H -2.614 0.229 -0.863 0.04 -0.66 0.59 0.106
O -1.193 -0.633 0.836 0.89 -0.25 -0.41 -0.356
O 1.845 0.967 -0.481 -0.22 -0.15 -0.30 -0.392
C 2.012 1.857 0.568 0.50 1.34 1.05 -0.314
C 0.757 1.943 1.434 0.18 0.83 -0.18 -0.180
O 0.423 0.604 1.814 0.32 -0.55 -0.45 -0.226
C -0.964 0.231 1.879 -0.83 -0.04 0.99 -0.325
Lu 0.664 -0.581 -0.217 -0.26 -0.79 0.54 1.910
H 2.235 2.885 0.219 -0.04 -0.44 0.01 0.135
H 2.858 1.560 1.223 -0.25 0.04 -0.34 0.130
H -0.075 2.370 0.848 0.17 -0.10 0.14 0.136
H 0.916 2.558 2.333 -0.03 -0.20 -0.30 0.145
H -1.084 -0.291 2.842 -0.09 0.28 -0.24 0.143
H -1.599 1.133 1.839 0.26 -0.22 0.04 0.143
```
Positions in Å, forces in eV/Å.

Results
F_max, eV/Å: 2.56
Energy above the lowest of the compared OMol25 structures with the same formula, charge and spin, kJ/mol: 0.00
Gap between HOMO and LUMO (spin up / spin down), eV: 8.120 / 8.611
Charge: +1
⟨S²⟩: 0.7544
Multiplicity: 2

F_max of number 2 (C5H9HgO5)? 3.63 eV/Å